Molecular formula: C18H27F3N4O4
Method: DFT, ωB97M-V/def2-TZVPD

The electronic energy is -41408.7231 eV. The calculation puts the HOMO-LUMO gap at 9.404 eV. As for the charge: 0. For the energy relative to the best compared isomer or geometry (same formula, charge and spin), the calculation gives 0.248 eV. The HOMO energy comes out at -8.917 eV. The structure (SMILES) is CNC(=O)[C@H](CC(C)C)NC(C)=O.NCC(=O)Nc1cccc(OC(F)(F)F)c1. The LUMO energy is 0.49 eV. The calculation puts the maximum force at 3.12 eV Å⁻¹.

Each line ends with the natural charge from an NBO analysis.
Cartesian coordinates (Å):
C (3.87, 3.84, 4.25)  -0.41
N (3.14, 2.58, 4.17)  -0.61
C (2.72, 2.01, 3.03)  0.65
O (2.98, 2.52, 1.94)  -0.64
C (1.97, 0.66, 3.10)  -0.12
C (0.67, 0.54, 2.26)  -0.38
C (0.76, 0.81, 0.75)  -0.22
C (1.81, -0.07, 0.06)  -0.62
C (-0.60, 0.54, 0.10)  -0.60
N (1.74, 0.15, 4.46)  -0.63
C (1.01, 0.64, 5.47)  0.66
C (0.06, 1.82, 5.27)  -0.72
O (1.10, 0.15, 6.58)  -0.63
H (3.85, 4.22, 5.28)  0.21
H (4.90, 3.69, 3.94)  0.20
H (3.41, 4.58, 3.60)  0.22
H (2.94, 2.09, 5.03)  0.40
H (2.68, -0.05, 2.66)  0.23
H (-0.06, 1.23, 2.66)  0.20
H (0.28, -0.47, 2.40)  0.21
H (1.00, 1.85, 0.57)  0.22
H (1.80, 0.14, -1.01)  0.22
H (2.80, 0.17, 0.43)  0.21
H (1.59, -1.13, 0.22)  0.19
H (-0.86, -0.52, 0.19)  0.20
H (-1.36, 1.15, 0.58)  0.20
H (-0.55, 0.81, -0.95)  0.21
H (2.26, -0.67, 4.73)  0.41
H (0.50, 2.58, 4.63)  0.22
H (-0.16, 2.25, 6.24)  0.25
H (-0.86, 1.45, 4.83)  0.24
N (-6.75, -2.84, -3.18)  -0.81
C (-5.66, -1.85, -3.37)  -0.32
C (-4.22, -2.41, -3.25)  0.66
O (-4.06, -3.61, -3.09)  -0.61
N (-3.16, -1.51, -3.33)  -0.63
C (-1.78, -1.74, -3.24)  0.25
C (-1.17, -2.98, -2.99)  -0.27
C (0.23, -3.08, -2.92)  -0.18
C (1.02, -1.95, -3.09)  -0.27
C (0.43, -0.71, -3.36)  0.27
O (1.17, 0.44, -3.47)  -0.51
C (1.88, 0.61, -4.70)  1.17
F (2.86, -0.32, -4.86)  -0.31
F (2.46, 1.84, -4.67)  -0.30
F (1.04, 0.56, -5.77)  -0.31
C (-0.96, -0.61, -3.42)  -0.29
H (-6.71, -3.25, -2.25)  0.37
H (-6.69, -3.58, -3.88)  0.37
H (-5.77, -1.39, -4.35)  0.21
H (-5.77, -1.06, -2.62)  0.21
H (-3.44, -0.55, -3.48)  0.40
H (-1.74, -3.88, -2.84)  0.26
H (0.69, -4.04, -2.71)  0.22
H (2.10, -2.02, -3.01)  0.23
H (-1.40, 0.36, -3.60)  0.22

=====

Molecular formula: HN2O3P
Method: DFT, ωB97M-V/def2-TZVPD

The electronic energy is -18420.9827 eV. The calculation puts the HOMO-LUMO gap (alpha / beta) at 7.905 / 7.887 eV. As for the charge: 0. For the energy relative to the best compared isomer or geometry (same formula, charge and spin), the calculation gives 1.552 eV. The HOMO energy (alpha / beta) comes out at -9.494 / -9.575 eV. The structure (SMILES) is O=NOPN=O. The LUMO energy (alpha / beta) is -1.59 / -1.69 eV. The calculation puts the maximum force at 3.13 eV Å⁻¹.

Each line ends with the natural charge from an NBO analysis.
Cartesian coordinates (Å):
O (-2.44, 0.94, -0.12)  -0.33
N (-2.18, -0.12, 0.29)  0.41
O (-0.94, -0.53, 0.13)  -0.56
P (0.66, 0.25, -0.80)  0.90
N (1.56, -0.67, 0.33)  -0.18
O (2.62, -1.22, 0.13)  -0.20
H (0.73, 1.34, 0.03)  -0.04

=====

Molecular formula: C2H6N2O
Method: DFT, ωB97M-V/def2-TZVPD

The electronic energy is -7197.5913 eV. The calculation puts the HOMO-LUMO gap at 10.256 eV. As for the charge: 0. For the energy relative to the best compared isomer or geometry (same formula, charge and spin), the calculation gives 2.196 eV. The HOMO energy comes out at -9.517 eV. The structure (SMILES) is [H]/N=C/N.C=O. The LUMO energy is 0.74 eV. The calculation puts the maximum force at 2.24 eV Å⁻¹.

Each line ends with the natural charge from an NBO analysis.
Cartesian coordinates (Å):
H (-1.08, -0.41, 2.47)  0.33
N (-0.70, 0.20, 1.68)  -0.69
C (-1.26, -0.38, 0.70)  0.27
N (-1.06, -0.15, -0.65)  -0.85
H (-2.08, -1.09, 0.85)  0.14
H (-1.96, -0.23, -1.11)  0.38
H (-0.37, 0.51, -1.08)  0.42
C (2.10, 0.36, -0.73)  0.28
O (1.67, 1.41, -1.19)  -0.52
H (1.56, -0.26, -0.03)  0.13
H (3.17, 0.05, -0.92)  0.11

=====

Molecular formula: C4H31N2O13
Method: DFT, ωB97M-V/def2-TZVPD

The electronic energy is -34249.2371 eV. The calculation puts the HOMO-LUMO gap at 9.038 eV. As for the charge: -1. For the energy relative to the best compared isomer or geometry (same formula, charge and spin), the calculation gives 5.795 eV. The HOMO energy comes out at -6.430 eV. The LUMO energy is 2.61 eV. The calculation puts the maximum force at 6.56 eV Å⁻¹.

Each line ends with the natural charge from an NBO analysis.
Cartesian coordinates (Å):
C (-1.29, -1.83, 1.67)  -0.23
N (-1.16, -3.21, 1.22)  -0.82
C (-0.15, -0.78, 1.23)  -0.09
C (-0.16, -0.61, -0.30)  -0.64
N (-0.40, 0.36, 2.03)  -0.73
C (-0.16, 1.69, 1.41)  0.91
O (-0.77, 2.68, 1.94)  -0.78
O (0.80, 1.70, 0.67)  -0.82
H (-1.22, -2.10, 2.82)  0.19
H (-2.27, -1.46, 1.40)  0.18
H (-1.24, -3.23, 0.28)  0.35
H (-0.28, -3.57, 1.47)  0.35
H (0.79, -1.11, 1.64)  0.19
H (-0.82, -1.39, -0.72)  0.18
H (0.77, -0.80, -0.67)  0.22
H (-0.36, 0.39, -0.46)  0.23
H (-1.22, 0.30, 2.58)  0.38
H (-1.90, -2.19, -1.41)  0.48
H (-0.73, -2.42, -2.49)  0.49
O (-1.55, -2.76, -2.10)  -0.96
H (-0.17, -0.72, -3.27)  0.46
H (1.19, -0.43, -3.76)  0.50
O (0.50, -1.04, -3.85)  -0.97
H (-2.64, 2.01, 1.73)  0.54
H (-2.31, 0.61, 0.74)  0.49
O (-2.92, 1.38, 0.94)  -1.04
H (0.99, 3.04, -0.50)  0.49
H (-0.09, 3.43, -1.57)  0.50
O (0.88, 3.38, -1.35)  -1.00
H (1.25, -0.49, 3.40)  0.48
H (2.46, -1.39, 3.23)  0.48
O (1.98, -0.81, 3.82)  -0.95
H (1.61, 1.98, -2.70)  0.50
H (2.44, 0.90, -2.04)  0.49
O (2.00, 1.02, -2.95)  -1.03
H (-4.33, -0.43, -0.15)  0.48
H (-3.89, -0.27, -1.58)  0.48
O (-3.89, -0.87, -0.81)  -0.95
H (1.97, 0.76, 1.26)  0.49
H (3.25, 0.82, 2.30)  0.51
O (2.72, 0.36, 1.59)  -1.01
H (2.77, -0.88, -0.26)  0.50
H (3.09, -2.33, -1.24)  0.49
O (3.05, -1.91, -0.38)  -1.00
H (-2.61, 1.79, -0.85)  0.49
H (-2.84, 3.24, -1.05)  0.46
O (-2.37, 2.55, -1.33)  -0.96
H (3.26, 0.94, -0.12)  0.47
H (2.52, 2.10, -0.72)  0.49
O (3.45, 1.60, -0.76)  -0.95

=====

Molecular formula: C63H46F2GeNP3Pd
Method: DFT, ωB97M-V/def2-TZVPD

The electronic energy is -160847.1493 eV. The expectation value of S² is 6.06. The calculation puts the HOMO-LUMO gap (alpha / beta) at 6.907 / 4.771 eV. Its multiplicity is 5. As for the charge: +2. For the energy relative to the best compared isomer or geometry (same formula, charge and spin), the calculation gives 1.891 eV. The HOMO energy (alpha / beta) comes out at -12.378 / -13.413 eV. The LUMO energy (alpha / beta) is -5.47 / -8.64 eV. The calculation puts the maximum force at 1.74 eV Å⁻¹.

Each line ends with the Löwdin charge.
Cartesian coordinates (Å):
Pd (0.06, 0.19, -0.38)  0.52
F (0.40, 4.90, 0.18)  -0.30
Ge (0.26, 3.12, -0.01)  0.96
C (1.07, 3.18, -1.83)  -0.28
C (0.79, 4.29, -2.63)  -0.07
C (1.25, 4.33, -3.93)  -0.04
C (1.99, 3.27, -4.45)  -0.04
C (2.30, 2.18, -3.66)  -0.08
C (1.82, 2.13, -2.35)  -0.39
P (2.48, 0.84, -1.24)  1.16
C (4.17, 1.54, -1.15)  -0.31
C (4.33, 2.74, -0.46)  -0.07
C (5.51, 3.44, -0.56)  -0.04
C (6.55, 2.96, -1.34)  -0.04
C (6.39, 1.77, -2.03)  -0.05
C (5.22, 1.04, -1.94)  -0.07
C (2.66, -0.71, -2.14)  -0.39
C (3.60, -1.63, -1.67)  -0.10
C (3.76, -2.84, -2.33)  -0.06
C (2.97, -3.13, -3.44)  -0.05
C (2.01, -2.23, -3.88)  -0.05
C (1.84, -1.02, -3.23)  -0.10
C (-1.70, 3.08, 0.52)  -0.24
C (-2.01, 4.23, 1.24)  -0.09
C (-3.28, 4.44, 1.76)  -0.04
C (-4.27, 3.49, 1.57)  -0.04
C (-3.97, 2.33, 0.87)  -0.10
C (-2.70, 2.11, 0.33)  -0.35
P (-2.57, 0.56, -0.62)  1.13
C (-3.63, -0.64, 0.23)  -0.35
C (-3.61, -0.78, 1.62)  -0.08
C (-4.47, -1.67, 2.24)  -0.05
C (-5.33, -2.45, 1.47)  -0.05
C (-5.32, -2.35, 0.09)  -0.07
C (-4.46, -1.47, -0.54)  -0.08
C (-3.34, 0.82, -2.24)  -0.36
C (-4.36, 1.75, -2.42)  -0.06
C (-4.87, 1.98, -3.69)  -0.05
C (-4.36, 1.29, -4.78)  -0.06
C (-3.35, 0.35, -4.60)  -0.06
C (-2.84, 0.12, -3.34)  -0.11
C (1.47, 2.77, 1.57)  -0.27
C (2.29, 3.83, 1.95)  -0.11
C (3.06, 3.76, 3.10)  -0.04
C (3.01, 2.63, 3.90)  -0.04
C (2.19, 1.57, 3.55)  -0.08
C (1.45, 1.62, 2.37)  -0.39
P (0.36, 0.22, 2.00)  1.03
C (1.37, -1.28, 2.15)  -0.38
C (0.71, -2.51, 2.22)  -0.14
C (1.44, -3.69, 2.27)  -0.07
C (2.83, -3.65, 2.24)  -0.06
C (3.48, -2.44, 2.15)  -0.07
C (2.76, -1.25, 2.10)  -0.09
C (-0.73, 0.23, 3.45)  -0.35
C (-1.59, 1.33, 3.59)  -0.10
C (-2.39, 1.45, 4.71)  -0.05
C (-2.33, 0.50, 5.72)  -0.05
C (-1.47, -0.59, 5.58)  -0.05
C (-0.68, -0.73, 4.45)  -0.07
H (0.23, 5.12, -2.22)  0.11
H (1.03, 5.19, -4.55)  0.12
H (2.34, 3.30, -5.47)  0.12
H (2.91, 1.37, -4.04)  0.11
H (3.52, 3.13, 0.13)  0.07
H (5.63, 4.38, -0.03)  0.12
H (7.48, 3.51, -1.42)  0.12
H (7.19, 1.40, -2.66)  0.12
H (5.11, 0.13, -2.50)  0.10
H (4.21, -1.39, -0.81)  0.11
H (4.50, -3.55, -1.98)  0.12
H (3.12, -4.07, -3.97)  0.12
H (1.39, -2.48, -4.73)  0.12
H (1.11, -0.30, -3.58)  0.11
H (-1.26, 4.98, 1.41)  0.10
H (-3.49, 5.35, 2.31)  0.12
H (-5.27, 3.64, 1.95)  0.12
H (-4.74, 1.59, 0.74)  0.11
H (-2.95, -0.16, 2.22)  0.08
H (-4.47, -1.76, 3.31)  0.11
H (-6.01, -3.14, 1.96)  0.12
H (-5.98, -2.97, -0.51)  0.12
H (-4.45, -1.39, -1.62)  0.11
H (-4.75, 2.31, -1.59)  0.10
H (-5.65, 2.71, -3.83)  0.12
H (-4.74, 1.48, -5.77)  0.11
H (-2.94, -0.17, -5.46)  0.11
H (-2.05, -0.61, -3.19)  0.10
H (2.28, 4.75, 1.37)  0.11
H (3.69, 4.60, 3.38)  0.12
H (3.60, 2.57, 4.81)  0.12
H (2.12, 0.70, 4.19)  0.12
H (-0.37, -2.54, 2.23)  0.11
H (0.93, -4.64, 2.34)  0.11
H (3.40, -4.57, 2.29)  0.11
H (4.57, -2.41, 2.15)  0.12
H (3.28, -0.30, 2.05)  0.10
H (-1.62, 2.09, 2.82)  0.08
H (-3.05, 2.31, 4.80)  0.11
H (-2.95, 0.59, 6.60)  0.12
H (-1.41, -1.33, 6.37)  0.12
H (-0.02, -1.59, 4.37)  0.10
F (-0.84, 1.48, -1.84)  -0.49
N (-1.56, -9.64, -0.01)  0.22
C (-1.39, -8.52, -0.15)  -0.14
C (-1.16, -7.12, -0.32)  -0.17
C (-2.23, -6.22, -0.25)  0.02
C (-2.01, -4.87, -0.38)  0.03
C (-0.69, -4.39, -0.60)  -0.22
C (0.38, -5.31, -0.67)  0.01
C (0.15, -6.65, -0.55)  0.02
C (-0.45, -3.02, -0.69)  -0.02
C (-0.23, -1.80, -0.77)  0.00
H (-3.23, -6.60, -0.09)  0.14
H (-2.83, -4.18, -0.34)  0.12
H (1.38, -4.93, -0.82)  0.12
H (0.97, -7.36, -0.62)  0.14

=====

Molecular formula: C2H3BrO
Method: DFT, ωB97M-V/def2-TZVPD

The electronic energy is -74208.8839 eV. The calculation puts the HOMO-LUMO gap (alpha / beta) at 8.682 / 8.681 eV. As for the charge: 0. For the energy relative to the best compared isomer or geometry (same formula, charge and spin), the calculation gives 3.529 eV. The HOMO energy (alpha / beta) comes out at -8.642 / -8.641 eV. The LUMO energy (alpha / beta) is 0.04 / 0.04 eV. The calculation puts the maximum force at 3.90 eV Å⁻¹.

Each line ends with the natural charge from an NBO analysis.
Cartesian coordinates (Å):
C (-1.10, 0.30, 0.59)  0.44
C (1.00, -0.05, -0.26)  -0.55
O (-1.80, 0.74, 1.46)  -0.49
Br (0.77, -0.27, -2.10)  0.10
H (1.65, 0.59, 0.23)  0.20
H (-1.58, -0.38, -0.25)  0.10
H (1.06, -0.93, 0.32)  0.20

=====

> Which of these has the highest energy relative to the best compared isomer or geometry (same formula, charge and spin)?

C4H31N2O13